DFT (wB97M-V/def2-TZVPD) results for C35H84F24N5O3P4 as an isolated structure.

Summary:
Charge = +1
Energy relative to the best compared isomer or geometry (same formula, charge and spin) = 316.43 kJ/mol
Strongest force on any atom = 8.64 eV Å⁻¹
Orbital gap = 0.315 Eh
E_HOMO = -10.14 eV
Calculated total energy = -5645.98811 Ha
Spin multiplicity = 1

```
155
C35H84F24N5O3P4 wB97M-V/def2-TZVPD
C 0.82200 -0.38913 0.49047
C 0.65482 0.97717 -0.00565
O -0.17652 1.35818 -0.75324
N 1.79587 1.93007 0.25470
H 1.45242 2.84476 0.56408
H 2.37856 1.61295 1.05173
C 2.55651 1.99313 -1.02776
H -0.14037 -0.88699 0.57335
H 1.14576 -0.35639 1.54001
H 1.54975 -0.96156 -0.08146
H 2.92650 0.99391 -1.24394
H 3.42303 2.60839 -0.82129
H 1.93144 2.33403 -1.84011
C 5.42448 -1.03708 -2.52433
N 4.95797 -2.43631 -2.34409
C 4.51660 -2.58266 -0.91937
C 3.63666 -2.52986 -3.04263
C 5.86619 -3.46686 -2.85467
C 5.79213 -4.82157 -2.18679
O 4.56217 -5.47025 -2.45115
H 5.53968 -0.83733 -3.58897
H 6.36707 -0.90546 -2.00143
H 4.64293 -0.40231 -2.12782
H 5.40188 -2.46174 -0.30054
H 4.22162 -3.62249 -0.78746
H 3.65981 -1.94373 -0.79432
H 3.73861 -2.53972 -4.12751
H 3.03996 -1.64663 -2.83306
H 3.12434 -3.39482 -2.64449
H 6.85964 -3.02880 -2.71069
H 5.72155 -3.56626 -3.92807
H 5.92073 -4.75931 -1.10999
H 6.62290 -5.41787 -2.57736
H 4.53355 -5.73083 -3.37750
C 7.04065 4.59109 0.63553
N 5.86035 5.52603 0.85722
C 5.10715 5.49068 -0.43481
C 5.01952 5.01813 1.97433
C 6.30665 6.93410 1.06112
C 7.04511 7.22220 2.32816
O 8.31151 6.59141 2.37868
H 7.71755 5.05886 -0.06559
H 6.62487 3.62616 0.35613
H 7.50144 4.44564 1.60410
H 5.68358 6.04227 -1.17099
H 4.15499 5.98769 -0.25982
H 4.89430 4.48425 -0.77642
H 4.33021 5.85223 2.07914
H 5.60575 4.84981 2.87052
H 4.53299 4.09729 1.67052
H 5.33501 7.44627 1.08379
H 6.76532 7.30391 0.14896
H 6.45639 7.11612 3.23975
H 7.27760 8.29421 2.30631
H 8.35000 5.99388 3.13129
C -3.61455 7.39152 3.50272
C -2.93899 6.40386 2.55428
C -3.69718 5.05459 2.42207
C -2.65015 3.96074 2.42319
N -3.15503 2.56086 2.56137
C -1.99300 1.62784 2.77663
C -2.54713 0.42121 3.52650
C -3.79575 0.92309 4.26603
C -3.89375 2.36938 3.86980
C -3.95891 2.07604 1.39713
C -3.29423 2.20288 0.05221
C -4.31913 1.94689 -1.05080
H -3.51438 7.14651 4.56590
H -4.64635 7.61323 3.23912
H -3.06192 8.33778 3.46559
H -1.86952 6.29942 2.71617
H -2.99458 6.94931 1.60476
H -4.19570 5.10242 1.45120
H -4.44458 4.97829 3.21007
H -1.92516 4.06653 3.23169
H -2.03309 3.97567 1.52434
H -1.55382 1.28677 1.84902
H -1.21309 2.13136 3.34803
H -2.80251 -0.32685 2.76246
H -1.81258 -0.14711 4.10109
H -4.69089 0.32991 4.08329
H -3.62643 0.81622 5.33842
H -4.86228 2.86072 3.77357
H -3.36310 3.00537 4.58249
H -4.86091 2.68895 1.45795
H -4.21562 1.05208 1.67472
H -2.37034 1.65059 -0.10392
H -3.05264 3.26096 -0.11944
H -4.01137 2.25677 -2.04796
H -5.15852 2.64811 -0.92416
H -4.71427 0.93312 -1.01112
C -2.30973 -2.94723 -0.20179
C -3.04783 -4.27015 -0.08531
C -3.65930 -4.64892 -1.44338
C -4.59011 -5.81898 -1.25790
N -4.96167 -6.56789 -2.48757
C -5.82596 -7.76306 -2.19442
C -5.45102 -8.83065 -3.22366
C -4.25595 -8.29324 -4.00949
C -3.74905 -7.12212 -3.15910
C -5.62768 -5.63374 -3.44655
C -6.89061 -4.94946 -2.95296
C -7.28721 -3.89201 -3.95322
H -1.42599 -3.18761 -0.80716
H -1.93066 -2.60007 0.76127
H -2.83589 -2.11632 -0.66967
H -3.95112 -3.99260 0.48917
H -2.52905 -5.03266 0.48356
H -2.87302 -4.96375 -2.13905
H -4.13554 -3.74636 -1.82006
H -5.49341 -5.49287 -0.74607
H -4.14932 -6.57202 -0.60151
H -6.86215 -7.44516 -2.12415
H -5.59891 -8.00384 -1.15271
H -6.28590 -8.92300 -3.91695
H -5.25091 -9.77277 -2.72630
H -4.47810 -7.90432 -4.99853
H -3.40529 -8.96845 -4.07610
H -3.26122 -6.34552 -3.74385
H -3.03235 -7.39251 -2.38238
H -5.71603 -6.07419 -4.43655
H -4.91106 -4.81638 -3.55985
H -6.73194 -4.45624 -1.99897
H -7.68584 -5.68887 -2.82918
H -7.62952 -4.21304 -4.93917
H -6.41549 -3.25335 -4.14230
H -8.07223 -3.21655 -3.61175
P -0.96998 -2.28308 4.14791
F -1.68773 -2.40046 5.56152
F -0.86333 -0.65764 4.28590
F 0.47628 -2.39462 4.83226
F -0.30091 -2.13484 2.66698
F -1.03653 -3.86990 3.96149
F -2.41209 -2.11614 3.41159
P 5.36269 0.87279 1.09489
F 6.30256 2.14049 1.40671
F 5.08030 1.51862 -0.41906
F 6.61498 0.05021 0.44226
F 4.34125 -0.34380 0.70679
F 5.64588 0.22364 2.49645
F 4.05516 1.66933 1.65027
P -0.05816 -1.69474 -1.95018
F -0.79060 -3.12385 -2.20569
F -0.76912 -1.63031 -0.49852
F 1.23179 -2.46599 -1.23729
F 0.67790 -0.28347 -1.64171
F 0.73920 -1.90274 -3.36037
F -1.24676 -0.96083 -2.70653
P 1.19043 5.38830 0.68827
F 0.03719 4.32930 0.18765
F 2.22936 4.68491 -0.35949
F 0.71724 6.39791 -0.42729
F 2.30495 6.40580 1.24873
F 0.19987 5.97640 1.79807
F 1.70549 4.23672 1.76105
```

***

DFT (wB97M-V/def2-TZVPD) results for a 2-piece molecular cluster, C2H4INS overall.

Summary:
Energy relative to the best compared isomer or geometry (same formula, charge and spin) = 317.92 kJ/mol
Strongest force on any atom = 2.17 eV Å⁻¹
Orbital gap = 0.305 Eh
E_HOMO = -8.96 eV
Calculated total energy = -829.10179 Ha
Spin multiplicity = 1

```
9
C2H4INS wB97M-V/def2-TZVPD
C 1.51442 0.86098 -1.41263
C -1.17377 -1.03882 1.00016
N -1.46848 -0.38032 -0.03271
S 1.35888 2.02279 -0.23009
I 2.42625 -0.81297 -0.44027
H -0.79945 -2.05106 0.93755
H -1.49910 -0.81811 1.98532
H 0.83343 3.00305 -0.89193
H -1.19218 -0.78554 -0.91541
```

***

DFT (wB97M-V/def2-TZVPD) results for a 3-piece molecular cluster, C6H18N4 overall.

Summary:
Energy relative to the best compared isomer or geometry (same formula, charge and spin) = 355.62 kJ/mol
Strongest force on any atom = 2.92 eV Å⁻¹
Orbital gap = 0.282 Eh
E_HOMO = -6.74 eV
Calculated total energy = -458.28880 Ha
Spin multiplicity = 1

```
28
C6H18N4 wB97M-V/def2-TZVPD
N 1.84254 -1.24707 -1.68468
C 2.68467 -0.79010 -0.69700
N 2.38735 0.21164 0.02498
N 3.15471 0.45151 1.16246
H 1.12128 -0.59120 -1.95051
H 2.27303 -1.72585 -2.46003
H 3.56546 -1.42085 -0.52389
H 4.10490 0.08087 1.10565
H 3.18592 1.45010 1.32434
C -3.05513 0.03370 -0.90219
C -1.64068 0.05308 -0.96398
C -0.91452 1.28308 -1.44430
H -3.56394 -0.88837 -1.15943
H -3.57668 0.93849 -1.19569
H -1.14130 -0.86150 -1.27622
H 0.06614 1.37109 -0.97229
H -0.75106 1.20200 -2.51981
H -1.48748 2.18512 -1.23301
C -0.63797 1.02784 1.70826
N -1.26597 -0.08904 1.00594
C -0.73716 -1.38569 1.42359
H 0.40666 1.09578 1.40278
H -0.69389 0.89795 2.79452
H -1.14100 1.95235 1.43021
H -2.36347 -0.09348 1.00991
H -1.29648 -2.16846 0.91132
H -0.84893 -1.53591 2.50353
H 0.32298 -1.43708 1.17554
```

***

DFT (wB97M-V/def2-TZVPD) results for a 2-piece molecular cluster, H5N2PS overall.

Summary:
Energy relative to the best compared isomer or geometry (same formula, charge and spin) = 119.29 kJ/mol
Strongest force on any atom = 2.33 eV Å⁻¹
Orbital gap = 0.354 Eh
E_HOMO = -9.28 eV
Calculated total energy = -852.02597 Ha
Spin multiplicity = 1

```
9
H5N2PS wB97M-V/def2-TZVPD
H 0.16705 -1.37064 -0.89674
N -0.39956 -0.56253 -0.66489
P -1.81309 -0.29767 -0.03908
N -1.81956 1.34984 0.35548
H -2.43536 1.73492 1.07628
H -0.95369 1.87803 0.15461
S 2.86510 -0.60284 -0.16151
H 1.59492 -0.21795 -0.27494
H 2.79420 -1.91117 0.45080
```

***

DFT (wB97M-V/def2-TZVPD) results for an isolated ion of composition C10H19N2Si and charge +1.

Summary:
Charge = +1
Energy relative to the best compared isomer or geometry (same formula, charge and spin) = 116.50 kJ/mol
Strongest force on any atom = 5.80 eV Å⁻¹
Orbital gap = 0.325 Eh
E_HOMO = -13.36 eV
Calculated total energy = -791.12497 Ha
Spin multiplicity = 1

```
32
C10H19N2Si wB97M-V/def2-TZVPD
C -0.28920 -2.03442 1.40067
C 0.53764 -0.78108 1.56721
C 1.92990 -1.09724 0.90239
C 0.71439 -0.54209 3.04903
Si -0.15932 0.74994 0.65890
C -1.73599 1.59118 1.27164
C 1.25087 2.39070 0.21951
N -0.47268 0.17515 -1.33776
C -1.64811 0.33944 -1.98940
C -1.72902 0.04500 -3.31658
C -0.62274 -0.42440 -4.04166
C 0.57831 -0.53403 -3.25245
N 0.60394 -0.22077 -1.92840
H -1.18916 -1.83977 1.98382
H -0.76332 -2.12202 0.31537
H 0.28438 -2.81956 1.78878
H 1.81952 -1.06353 -0.21310
H 2.00111 -2.20613 1.08036
H 2.71188 -0.58627 1.25585
H 1.10510 0.46496 3.14346
H -0.16751 -0.60019 3.69077
H 1.50407 -1.31883 3.41038
H -1.53629 1.97273 2.30545
H -2.01591 2.31819 0.56488
H -2.65526 0.88267 1.17513
H 2.15130 2.01319 -0.16145
H 0.79432 2.92449 -0.59626
H 1.45118 3.04461 1.00484
H -2.63518 0.64676 -1.55028
H -2.75753 0.04548 -3.74844
H -0.62083 -0.55979 -5.19799
H 1.56015 -0.85436 -3.45465
```

***

Question: Which of these has the highest energy relative to the best compared isomer or geometry (same formula, charge and spin)?
Answer: C6H18N4

***

Question: Among the records above, which one has the highest strongest force on any atom?
Answer: C35H84F24N5O3P4